<i>
# C2H12N2O2

A cluster of 3 separate species, C2H12N2O2 in total (ωB97M-V/def2-TZVPD, OMol25).

```
18
Properties=species:S:1:pos:R:3:mulliken_charge:R:1
N 0.32470 -0.30458 -0.75557 -0.632
C 0.10984 0.00858 0.65283 -0.426
C -1.07147 0.97171 0.82919 -0.624
N -0.92133 2.17513 0.01334 -0.579
H 0.81561 0.45731 -1.21363 0.271
H -0.56275 -0.31174 -1.25617 0.250
H -0.11196 -0.89908 1.21469 0.231
H 1.05174 0.41667 1.01381 0.315
H -1.30290 1.21256 1.87723 0.371
H -1.97165 0.42437 0.53249 0.395
H -1.83295 2.58025 -0.15029 0.217
H -0.38917 2.85002 0.54337 0.219
O -0.32984 -4.89613 -3.96003 -0.636
H -0.91652 -4.28387 -3.52831 0.317
H 0.35989 -4.37934 -4.36347 0.318
O 2.16874 1.69331 2.63777 -0.654
H 2.96875 1.15091 2.70072 0.322
H 1.61128 1.13390 3.21202 0.324
```

Values from the calculation:
- Structure (SMILES): NCCN.O.O
- Molar mass: 96.130 g mol⁻¹
- HOMO-LUMO gap: 9.80 eV
- Net charge: 0
- Spin multiplicity: 1

=====

<ii>
# C2H12N2O2

A cluster of 3 separate species, C2H12N2O2 in total (ωB97M-V/def2-TZVPD, OMol25).

```
18
Properties=species:S:1:pos:R:3:mulliken_charge:R:1
C -0.95508 -0.74838 1.45557 -1.008
N -0.98831 -0.60952 -0.03523 -0.471
C -0.13778 0.58507 -0.40179 -0.453
N 1.21481 0.61538 0.09798 -0.615
H -1.68508 -1.53063 1.66896 0.337
H -1.21599 0.14811 2.02303 0.363
H 0.03994 -1.09710 1.71522 0.326
H -1.93618 -0.30751 -0.23750 0.228
H -0.09809 0.56218 -1.49065 0.385
H -0.63516 1.51207 -0.10841 0.342
H 1.62136 -0.28762 -0.15222 0.258
H 1.24108 0.53747 1.10965 0.223
O 1.87871 3.32588 -0.81485 -0.661
H 2.01841 2.37847 -0.72182 0.354
H 2.22830 3.62578 0.00189 0.294
O -1.13099 -3.13972 -1.32822 -0.699
H -0.47746 -3.24058 -1.98912 0.301
H -0.98249 -2.32934 -0.79249 0.495
```

Values from the calculation:
- Structure (SMILES): CNCN.O.O
- Molar mass: 96.130 g mol⁻¹
- HOMO-LUMO gap: 10.75 eV
- Net charge: 0
- Spin multiplicity: 1

=====

Most stable pick: <ii>. Distance to second place: 0.0038 hartree.

=====

<i>
# C2H33O15

A cluster of 15 separate species, C2H33O15 in total (ωB97M-V/def2-TZVPD, OMol25).

```
50
Properties=species:S:1:pos:R:3:mulliken_charge:R:1
C -15.88361 3.21350 -2.14473 -0.327
C -17.04211 2.40491 -1.69242 0.635
O -17.11616 2.16216 -0.31147 -0.528
H -15.68416 3.08671 -3.20879 0.363
H -14.98168 2.95661 -1.58919 -0.044
H -16.04114 4.28961 -2.07197 -0.012
H -17.06237 1.46328 -2.24107 -0.820
H -17.88204 2.95277 -2.11959 0.308
O -15.94211 -1.09779 -1.61244 -0.663
H -15.39980 -1.31995 -2.36927 0.281
H -15.48350 -0.36912 -1.19419 0.442
O -16.89049 5.88388 -3.98670 -0.629
H -17.35703 6.28105 -3.25129 0.377
H -16.02119 6.28392 -3.96364 0.281
O -20.80336 2.40426 -2.70997 -0.637
H -19.92700 2.36344 -3.09280 0.270
H -21.19359 3.19266 -3.08730 0.311
O -12.01174 4.35381 -1.43765 -0.662
H -11.25450 3.99196 -0.97734 0.313
H -12.63265 4.57303 -0.74293 0.314
O -12.79842 2.75783 -3.69734 -0.678
H -13.13889 3.52609 -4.15569 0.277
H -12.35823 3.11427 -2.92571 0.381
O -17.90535 6.73860 -1.56697 -0.656
H -18.75539 6.97791 -1.19767 0.293
H -17.41644 6.37560 -0.82844 0.314
O -17.74011 -0.04188 -4.41321 -0.652
H -18.44062 0.52806 -4.73055 0.284
H -17.70742 0.12020 -3.47039 0.331
O -20.50711 1.87039 0.21351 -0.645
H -19.65491 1.66915 0.60017 0.272
H -20.36299 1.80798 -0.73072 0.400
O -14.31011 0.91118 -0.34012 -0.746
H -14.02941 1.03859 -1.24633 0.340
H -15.22803 1.18249 -0.33280 0.182
O -19.09095 -0.81657 -0.43051 -0.652
H -18.24110 -0.38526 -0.51960 0.280
H -19.34519 -0.66038 0.47899 0.320
O -13.51924 0.29991 -3.06945 -0.584
H -13.37025 1.23160 -3.23065 0.369
H -12.66563 -0.10824 -3.21434 0.266
O -17.11030 0.68946 2.00176 -0.657
H -17.44721 1.19225 2.74333 0.296
H -17.31136 1.22736 1.23594 0.330
O -15.28661 3.61918 1.60378 -0.735
H -15.80198 3.25510 0.88401 0.327
H -14.51978 3.04927 1.66213 0.317
O -18.82872 4.64305 0.11770 -0.664
H -18.79086 4.69278 1.07285 0.268
H -18.39166 3.81903 -0.09723 0.250
```

Values from the calculation:
- Molar mass: 297.271 g mol⁻¹
- HOMO-LUMO gap: 7.34 eV
- Net charge: -1
- Spin multiplicity: 1

=====

<ii>
# C2H33O15

A cluster of 15 separate species, C2H33O15 in total (ωB97M-V/def2-TZVPD, OMol25).

```
50
Properties=species:S:1:pos:R:3:mulliken_charge:R:1
C -0.82549 0.25341 0.68908 1.216
C 0.63525 0.65124 0.91077 -0.808
O 1.19302 0.72211 -0.43092 -0.165
H -1.39997 0.44844 1.55807 0.679
H -0.86148 -0.80802 0.39810 -1.027
H -1.33935 0.69456 -0.12733 -0.517
H 1.23097 0.02919 1.53094 -0.008
H 0.45321 1.68855 1.26516 0.328
O -3.39883 0.23069 -1.10321 -0.749
H -2.80020 -0.54859 -1.29098 0.356
H -3.66862 0.26320 -0.17337 0.295
O -4.24377 -1.14359 1.11272 -0.604
H -4.92077 -1.83034 1.15313 0.257
H -3.75315 -1.12872 1.94418 0.289
O -2.93817 2.55527 -1.94578 -0.579
H -3.08737 1.68683 -1.55438 0.494
H -3.79300 2.53997 -2.41034 0.291
O 2.36725 0.30812 -2.98921 -0.674
H 1.93281 0.21272 -2.17750 0.261
H 2.95108 -0.42975 -3.05929 0.291
O 3.33175 -0.62893 0.20972 -0.777
H 4.11868 -0.28090 0.61324 0.270
H 2.64754 0.02372 0.03453 0.487
O 0.34864 -1.45016 -1.73015 -0.628
H 0.50788 -0.74948 -1.13931 -0.140
H -0.54198 -1.59133 -1.49548 0.638
O -0.72774 1.03099 -2.63981 -0.612
H -0.52922 0.69057 -3.56038 0.225
H -0.25998 0.54824 -1.93729 0.452
O 3.00708 2.67310 -1.00341 -0.697
H 2.16633 2.12905 -0.87802 0.153
H 2.95167 3.41504 -0.39150 0.277
O -0.32966 3.11465 -0.60412 -0.649
H 0.47122 3.26415 -0.13843 0.222
H -0.74822 2.30047 -0.17741 0.272
O 2.96828 -1.44330 2.94929 -0.663
H 2.91742 -0.95620 2.13628 0.359
H 3.70632 -2.02039 2.77439 0.320
O 1.06129 -2.62435 1.10300 -0.725
H 1.56491 -2.00431 0.55981 0.291
H 1.22725 -2.21828 1.93033 0.484
O 2.93534 1.72168 3.19800 -0.545
H 2.88726 2.55892 2.72041 0.295
H 3.04841 1.91183 4.13187 0.261
O -2.19946 -2.09037 -1.55324 -0.689
H -2.28704 -2.17902 -2.51839 0.262
H -2.93057 -2.67204 -1.22494 0.254
O -2.05436 -2.94422 1.62047 -0.649
H -1.73067 -3.36602 2.45078 0.271
H -1.26179 -2.55842 1.25992 0.354
```

Values from the calculation:
- Molar mass: 297.271 g mol⁻¹
- HOMO-LUMO gap: 7.47 eV
- Net charge: -1
- Spin multiplicity: 1

=====

Most stable pick: <i>. Distance to second place: 0.0843 hartree.

=====

<i>
# C5H13P

A cluster of 2 separate species, C5H13P in total (ωB97M-V/def2-TZVPD, OMol25).

```
19
Properties=species:S:1:pos:R:3:mulliken_charge:R:1
C -1.56614 0.71705 0.15601 -1.577
C -1.20428 -1.71580 0.12968 -1.278
C 1.52655 2.17850 0.10425 -0.756
C -0.53463 -0.40845 -0.26999 0.638
C 0.72997 -0.27713 0.40899 -0.592
P 2.09957 -1.07363 -0.43435 -0.080
H -1.48554 0.85554 1.25399 0.341
H -2.47927 0.43597 -0.01212 0.567
H -1.30774 1.76506 -0.22949 0.247
H -2.13484 -1.96450 -0.45815 0.347
H -1.61879 -1.54522 1.17613 0.294
H -0.64748 -2.70367 0.13086 0.313
H 2.11899 2.48486 1.16065 0.217
H 2.36460 2.15613 -0.59758 0.330
H 0.51601 2.51672 0.00240 0.256
H -0.37186 -0.46551 -1.36298 0.252
H 0.62012 -0.15075 1.46968 0.459
H 1.82207 -0.43884 -1.58906 0.006
H 1.55268 -2.36630 -1.03893 0.017
```

Values from the calculation:
- Molar mass: 104.133 g mol⁻¹
- HOMO-LUMO gap (alpha / beta): 8.52 / 8.73 eV
- Net charge: 0
- Spin multiplicity: 1

=====

<ii>
# C5H13P

A cluster of 2 separate species, C5H13P in total (ωB97M-V/def2-TZVPD, OMol25).

```
19
Properties=species:S:1:pos:R:3:mulliken_charge:R:1
C 2.18630 1.29827 1.35905 -1.025
P 0.48360 0.58618 0.87456 0.224
C -0.64839 1.72850 1.88000 -1.161
C 0.32409 1.49008 -0.78019 -1.204
H 2.19069 2.32992 1.84213 0.265
H 2.52765 0.55514 2.15446 0.298
H 2.81873 1.23258 0.57582 0.374
H -1.69355 1.54842 1.59312 0.345
H -0.62662 1.28231 2.82167 0.378
H -0.60678 2.80385 1.78260 0.365
H 0.56447 2.48162 -0.87439 0.402
H 0.93982 0.90213 -1.43891 0.353
H -0.62897 1.24526 -1.15172 0.388
C -1.28304 -3.18607 -1.45987 -0.334
C -0.22716 -3.80894 -1.91030 -0.567
H -1.67265 -3.33905 -0.42813 0.231
H -1.79123 -2.47703 -2.24514 0.157
H 0.13168 -3.59003 -2.87703 0.207
H 0.35407 -4.43132 -1.38111 0.304
```

Values from the calculation:
- Structure (SMILES): CP(C)C.C=C
- Molar mass: 104.133 g mol⁻¹
- HOMO-LUMO gap: 10.06 eV
- Net charge: 0
- Spin multiplicity: 1

=====

<iii>
# C5H13P

The molecule C5H13P (ωB97M-V/def2-TZVPD, OMol25).

```
19
Properties=species:S:1:pos:R:3:mulliken_charge:R:1
C 0.57645 2.06849 -0.06348 -1.083
P 0.08126 0.57020 0.31132 0.465
C -1.61874 0.26974 -0.50736 -0.647
C -2.50811 -0.81088 0.10403 -1.344
C 1.08397 -0.83201 -0.31768 -0.494
C 2.55826 -0.59800 0.05096 -1.651
H 1.40915 2.45226 0.63829 0.219
H -0.15779 2.82912 -0.03310 0.349
H -0.30144 -0.15614 1.74232 0.055
H -2.08677 1.24462 -0.49302 0.386
H -1.57709 -0.09607 -1.47797 0.416
H -2.02131 -1.64929 0.54226 0.322
H -2.96834 -0.19981 0.79504 0.390
H -3.34250 -1.04464 -0.46714 0.431
H 0.90866 -1.78664 -0.03962 0.442
H 0.98909 -0.72439 -1.34454 0.386
H 2.96170 0.34176 -0.08055 0.484
H 2.70064 -0.74115 1.06482 0.443
H 3.31294 -1.13717 -0.42457 0.431
```

Values from the calculation:
- Structure (SMILES): C=[PH](CC)CC
- Molar mass: 104.133 g mol⁻¹
- HOMO-LUMO gap: 9.06 eV
- Net charge: 0
- Spin multiplicity: 1

=====

Most stable pick: <ii>. Distance to second place: 0.0545 hartree.